# 1
{"formula": "C5H7N3", "method": "ωB97M-V/def2-TZVPD", "max_force_ha_per_bohr": 0.1076, "smiles": "C=C(N)C(=C)NC#N", "orbital_gap_ev": 8.34, "molar_mass_da": 109.1, "spin_multiplicity": 1, "species": ["C", "C", "N", "C", "C", "N", "C", "N", "H", "H", "H", "H", "H", "H", "H"], "positions_angstrom": [[-0.979892, -0.398471, -1.416592], [-0.650475, -0.343865, -0.107973], [-1.187219, -1.221325, 0.817539], [1.096739, 0.119687, 0.106610], [2.134786, -0.104220, -0.686934], [0.854778, 1.117355, 0.986385], [-0.533098, 1.467126, 0.953439], [-1.413148, 2.112810, 1.406960], [-0.448887, 0.198949, -2.146774], [-1.818772, -0.989447, -1.769843], [-1.615107, -0.753429, 1.609016], [-1.838410, -1.893296, 0.426002], [2.912619, 0.646137, -0.799308], [2.207287, -1.000754, -1.290098], [1.278799, 1.042743, 1.911571]], "forces_ev_per_a": [[0.0, 0.5, 0.5], [3.9, -2.5, -3.0], [-0.4, -0.1, 1.1], [-4.3, -1.5, -2.3], [-0.2, -0.1, 0.2], [-1.5, 2.3, 1.5], [1.6, 2.4, 3.2], [1.2, -1.6, -1.4], [0.2, -0.3, 0.0], [-0.3, 0.3, 0.1], [0.1, -0.1, 0.0], [0.1, 0.2, 0.0], [0.2, -0.3, 0.6], [-0.2, 0.2, -0.1], [-0.3, 0.6, -0.3]], "mulliken_charge": [-0.88, 0.58, -0.55, 0.13, -0.84, -0.18, 0.26, -0.46, 0.31, 0.25, 0.28, 0.23, 0.28, 0.30, 0.30]}

---

# 2
{"formula": "C20H52N4O9P2Si3V", "method": "ωB97M-V/def2-TZVPD", "max_force_ha_per_bohr": 0.0219, "orbital_gap_ev": [7.23, 7.59], "molar_mass_da": 689.8, "spin_multiplicity": 4, "species": ["V", "C", "O", "Si", "C", "C", "C", "Si", "C", "C", "C", "Si", "C", "C", "C", "H", "H", "H", "H", "H", "H", "H", "H", "H", "H", "H", "H", "H", "H", "H", "H", "H", "H", "H", "H", "H", "H", "H", "H", "H", "H", "H", "N", "C", "C", "P", "O", "O", "O", "P", "O", "O", "O", "H", "H", "H", "H", "H", "H", "H", "H", "C", "C", "O", "C", "C", "H", "H", "H", "H", "H", "H", "H", "H", "H", "H", "C", "N", "C", "C", "O", "N", "C", "N", "H", "H", "H", "H", "H", "H", "H"], "positions_angstrom": [[-0.191431, 0.134637, 0.226892], [-0.485848, 1.711936, 3.361871], [-0.144371, 0.669637, 2.446727], [0.946815, -0.569035, 2.877311], [2.462975, 0.117341, 3.724152], [0.075583, -1.473592, 4.265939], [1.112440, -1.355152, 1.249596], [0.032466, -2.841561, 1.106563], [-1.741588, -2.168400, 1.165292], [0.298791, -3.840443, -0.459985], [0.227507, -4.155504, 2.441424], [2.801625, -1.579476, 0.584040], [3.894530, -0.038802, 0.680289], [2.847748, -2.064189, -1.240786], [3.738258, -2.941288, 1.480365], [-0.906980, 1.283605, 4.275490], [-1.232458, 2.345800, 2.897984], [0.397927, 2.299999, 3.608300], [2.260067, 0.228615, 4.793568], [2.758884, 1.092195, 3.328009], [3.309161, -0.569711, 3.613908], [-0.076692, -0.772573, 5.094135], [0.688435, -2.297178, 4.644768], [-0.899058, -1.875486, 3.984164], [-1.829461, -1.187294, 0.667903], [-2.070477, -2.025046, 2.194478], [-2.455354, -2.800663, 0.635351], [0.495698, -3.213987, -1.330656], [-0.592516, -4.445866, -0.654353], [1.154496, -4.511398, -0.328399], [-0.342787, -3.951138, 3.348155], [1.283500, -4.242151, 2.722317], [-0.095619, -5.127826, 2.053122], [3.892524, 0.487149, -0.282970], [4.928383, -0.336569, 0.885617], [3.591324, 0.667155, 1.453575], [1.936992, -1.760184, -1.762266], [2.945627, -3.147648, -1.359793], [3.703602, -1.594893, -1.738031], [3.814158, -2.734895, 2.555029], [4.754362, -3.053702, 1.084505], [3.224869, -3.902495, 1.364238], [-1.129593, 0.134504, -4.639901], [-2.228921, -0.283861, -3.661557], [-3.382092, -0.877641, -4.460581], [-1.497434, -1.517316, -2.519067], [-0.650872, -2.347978, -3.651242], [-2.557934, -2.327712, -1.904228], [-0.443766, -0.800102, -1.689256], [-2.576644, 1.403961, -2.950018], [-3.817558, 1.176685, -1.957554], [-2.949182, 2.178851, -4.167040], [-1.349795, 1.711436, -2.156728], [-0.731842, -0.673793, -5.118837], [-0.418094, 0.636157, -4.100495], [-1.544501, 0.821801, -5.279289], [-3.047495, -1.698701, -5.100078], [-3.859535, -0.109079, -5.070608], [-4.108949, -1.292496, -3.764344], [-0.673459, -3.293122, -3.452258], [-4.652139, 1.213681, -2.440443], [-1.476189, 3.932517, 0.504780], [-2.824203, 3.266747, 0.649738], [-2.647808, 1.956772, 1.181389], [-3.877573, 1.314227, 1.513770], [-3.704297, 0.545112, 2.806061], [-1.613703, 4.953179, 0.140601], [-0.872788, 3.392302, -0.222417], [-0.953385, 3.970497, 1.464283], [-3.345268, 3.226176, -0.307750], [-3.447653, 3.837964, 1.348992], [-4.172423, 0.656577, 0.695592], [-4.658280, 2.071359, 1.629120], [-2.804006, -0.068375, 2.759431], [-4.561592, -0.110815, 2.974040], [-3.611148, 1.221031, 3.657761], [3.269955, 3.078553, -2.979657], [2.459070, 2.830052, -1.805217], [2.699774, 3.432937, -0.510825], [1.853016, 2.560924, 0.399656], [1.737368, 2.758213, 1.578727], [1.260507, 1.542585, -0.366617], [1.710340, 1.735389, -1.616367], [1.524735, 0.847982, -2.595346], [3.693847, 4.075454, -2.899170], [2.664590, 3.061510, -3.886519], [4.083888, 2.355714, -3.077310], [2.374995, 4.471462, -0.455915], [3.747628, 3.361250, -0.212649], [0.869831, 0.082264, -2.403766], [1.726470, 1.125239, -3.538732]], "forces_ev_per_a": [[-0.3, -0.1, 0.4], [0.1, -0.1, 0.0], [0.0, 0.1, -0.2], [-0.2, -0.1, -0.1], [0.2, 0.2, 0.0], [-0.1, -0.1, 0.1], [0.1, -0.3, 0.0], [0.0, 0.1, 0.0], [0.1, -0.1, -0.1], [0.0, 0.0, -0.3], [0.0, -0.1, 0.1], [0.1, 0.1, 0.0], [0.1, 0.2, 0.0], [0.0, -0.1, -0.2], [0.1, -0.1, 0.1], [0.0, 0.0, 0.0], [0.0, 0.0, 0.0], [0.0, 0.0, 0.0], [0.0, 0.0, -0.1], [0.0, -0.1, 0.1], [-0.1, 0.1, 0.0], [0.0, -0.1, 0.0], [0.0, 0.1, 0.0], [0.1, 0.0, 0.1], [-0.4, 0.0, 0.0], [0.0, 0.0, 0.0], [0.0, 0.0, 0.0], [-0.1, -0.1, 0.1], [0.1, 0.0, 0.0], [-0.1, 0.0, 0.0], [0.0, 0.0, 0.0], [-0.1, 0.0, 0.0], [0.0, 0.1, 0.0], [0.0, -0.1, 0.1], [0.0, 0.0, 0.0], [0.1, 0.0, -0.1], [0.1, 0.0, 0.0], [0.0, 0.1, 0.0], [0.0, 0.0, 0.0], [0.0, -0.1, -0.1], [-0.1, 0.0, 0.0], [0.1, 0.1, 0.0], [-0.2, 0.0, 0.0], [0.0, 0.0, -0.2], [0.1, 0.0, 0.0], [0.1, 0.2, 0.1], [0.0, -0.1, 0.1], [0.1, -0.1, 0.1], [-0.1, -0.4, 0.2], [0.4, 0.1, 0.2], [-0.1, 0.0, 0.0], [-0.1, 0.0, 0.0], [-0.3, 0.3, 0.1], [0.0, 0.0, 0.0], [0.0, 0.0, 0.1], [-0.1, 0.0, 0.0], [0.0, 0.0, 0.0], [0.0, 0.0, 0.0], [0.0, 0.0, 0.0], [0.0, 0.0, 0.0], [0.0, 0.1, 0.0], [0.0, 0.0, 0.0], [0.0, 0.0, 0.2], [-0.1, 0.1, -0.2], [0.2, 0.0, 0.0], [0.0, -0.1, 0.0], [0.0, 0.0, 0.0], [0.1, -0.1, 0.0], [0.0, 0.0, -0.1], [0.0, -0.1, -0.1], [-0.1, 0.0, 0.0], [0.0, -0.1, -0.1], [-0.1, 0.0, 0.0], [0.0, 0.0, 0.0], [0.0, 0.0, 0.0], [0.0, 0.0, 0.0], [0.0, 0.0, 0.1], [0.2, 0.3, -0.1], [0.0, 0.0, -0.2], [-0.3, -0.3, -0.3], [-0.1, -0.1, 0.2], [0.6, 1.0, -0.2], [-0.1, -0.6, 0.0], [0.0, 0.2, 0.0], [0.0, 0.0, 0.0], [0.0, 0.0, 0.0], [0.0, 0.0, 0.0], [0.0, 0.0, 0.0], [0.0, 0.0, 0.0], [-0.1, 0.0, 0.0], [0.2, -0.1, 0.0]], "mulliken_charge": [0.35, -1.07, 0.69, 0.64, -1.42, -1.57, 0.54, 0.31, -0.45, -0.74, -1.32, 0.64, -1.01, -0.72, -1.24, 0.21, 0.00, 0.27, 0.46, 0.33, 0.31, 0.45, 0.38, 0.33, -0.25, 0.47, 0.59, -0.26, 0.42, 0.34, 0.38, 0.34, 0.42, 0.15, 0.58, 0.10, -0.36, 0.47, 0.47, 0.31, 0.38, 0.27, -0.33, 1.03, -1.93, 0.77, -0.64, -0.92, 0.06, 0.35, -0.45, -0.93, -0.48, 0.39, 0.16, 0.39, 0.42, 0.48, 0.38, 0.36, 0.31, -0.82, -0.64, 0.04, -0.43, -0.91, 0.52, -0.17, 0.26, 0.24, 0.56, 0.08, 0.57, -0.15, 0.46, 0.33, -1.21, 0.25, -0.55, -0.82, -0.54, 1.80, -0.88, 0.04, 0.41, 0.35, 0.32, 0.38, 0.35, -0.77, 0.31]}